<one>
# C5H7FO

An isolated molecule of C5H7FO (ωB97M-V with the def2-TZVPD basis set, OMol25).

Geometry as XYZ:
```
14
C5H7FO ωB97M-V with the def2-TZVPD basis set
C -1.1312 0.4447 -1.0717
C -0.4150 1.4789 -1.4358
C 1.0133 1.2727 -1.2181
C 0.0444 -0.6424 -0.3899
C -0.2111 -0.9624 1.2114
O 1.2417 0.0558 -0.6768
F -0.8951 2.5531 -2.0084
H -2.1478 0.0735 -1.3161
H 1.5543 1.3845 -2.0912
H 1.4867 2.0224 -0.5232
H 0.1032 -1.6688 -0.9108
H -0.5185 -0.0413 1.7523
H 0.6061 -1.2676 1.7509
H -0.9421 -1.6892 1.1939
```

Properties
**LUMO energy**: 1.0 eV
**E_HOMO**: -9.17 eV
**Frontier orbital gap**: 10.1883 eV
**SMILES**: C[C@H]1C=C(F)CO1

=====

<two>
# C5H7FO

An isolated molecule of C5H7FO (ωB97M-V with the def2-TZVPD basis set, OMol25).

Geometry as XYZ:
```
14
C5H7FO ωB97M-V with the def2-TZVPD basis set
C -0.0548 -1.0969 0.2559
C -0.6732 0.1063 1.0209
C -0.4866 1.2704 0.1060
C 0.5703 1.1791 -0.6475
C 1.1073 -0.3505 -0.4025
H -1.4724 -0.5429 -0.9292
H 0.0706 -2.0314 0.8141
H -0.0404 0.2585 1.8693
H -1.6518 -0.2293 1.0327
H -1.1536 2.1155 -0.0434
H 1.0636 1.9462 -1.4068
H 1.4695 -0.6367 -1.2585
O -0.9640 -1.4393 -0.7610
F 2.2153 -0.5488 0.3499
```

Properties
**LUMO energy**: 0.9 eV
**E_HOMO**: -9.96 eV
**Frontier orbital gap**: 10.8420 eV
**SMILES**: O[C@@H]1CC=C[C@H]1F

=====

The energy of each structure relative to the most stable one, in hartree, is as follows: <one> 0.0000; <two> 0.0085.

=====

<one>
# C17H19N3O3

An isolated molecule of C17H19N3O3 (ωB97M-V with the def2-TZVPD basis set, OMol25).

Geometry as XYZ:
```
42
C17H19N3O3 ωB97M-V with the def2-TZVPD basis set
C 1.6033 4.9131 -1.0246
O 0.2440 4.5506 -0.7231
C -0.0058 3.3739 -0.0839
C -1.3562 2.9688 -0.0266
C -1.6766 1.7078 0.4361
C -0.6774 0.8462 0.9034
C -1.0498 -0.5471 1.4245
C -0.7423 -0.7119 2.8956
C -1.4943 -1.5981 3.6912
N -2.1411 -2.3625 4.3100
C 0.0993 0.1670 3.5845
N 0.8163 0.8802 4.1851
C 0.6457 1.2774 0.9292
C 0.9993 2.5356 0.4472
H 1.5055 5.8621 -1.5545
H 2.1944 5.0509 -0.1101
H 2.0850 4.1679 -1.6726
H -2.1181 3.6518 -0.3946
H -2.7150 1.3730 0.4505
H -2.1230 -0.7278 1.2628
H 1.4315 0.6515 1.3540
H 2.0410 2.8556 0.4721
C 2.0311 -0.5265 -3.3142
O 0.7569 -1.0113 -2.8364
C 0.7168 -1.0376 -1.5070
C -0.5898 -1.5020 -0.8895
C -0.9733 -2.9011 -1.3615
C -1.0937 -3.7946 -0.1297
C -0.5211 -3.0412 1.0632
N -0.3389 -1.5856 0.6103
O 1.7037 -0.7448 -0.8226
H 1.9988 -0.6648 -4.3910
H 2.1428 0.5335 -3.0571
H 2.8435 -1.1006 -2.8566
H -1.3762 -0.7625 -1.0824
H -1.9096 -2.8210 -1.9205
H -0.2245 -3.3014 -2.0567
H -2.1393 -4.0471 0.0776
H -0.5593 -4.7409 -0.2596
H -1.1780 -3.0750 1.9297
H 0.4763 -3.4046 1.3533
H 0.6683 -1.3568 0.6945
```

Properties
**LUMO energy**: 0.0 eV
**E_HOMO**: -6.96 eV
**Frontier orbital gap**: 6.9746 eV

=====

<two>
# C17H19N3O3

An isolated molecule of C17H19N3O3 (ωB97M-V with the def2-TZVPD basis set, OMol25).

Geometry as XYZ:
```
42
C17H19N3O3 ωB97M-V with the def2-TZVPD basis set
C 1.7429 -0.4983 2.4600
C 2.5329 -0.0495 1.2666
C 1.8703 0.3754 0.1209
C 2.5882 0.7863 -0.9931
C 3.9829 0.7879 -0.9482
C 4.6381 0.3775 0.1925
C 3.9186 -0.0421 1.2992
H 4.4365 -0.3717 2.1881
H 5.7179 0.3783 0.2197
H 4.5240 1.1100 -1.8236
O 2.0507 1.2378 -2.1640
C 0.6650 1.1956 -2.3672
C 0.1031 -0.2218 -2.5182
O 0.6796 -1.2242 -2.1618
N -1.1086 -0.2308 -3.1270
H -1.5944 0.6500 -3.2210
C -1.9406 -1.4102 -3.1248
H -2.2992 -1.6138 -4.1385
C -3.1442 -1.2211 -2.1879
N -2.7411 -0.9843 -0.8253
C -2.3951 0.2294 -0.3626
O -2.3979 1.2507 -1.0327
C -2.0368 0.2225 1.0901
N -2.1114 -0.9449 1.7252
C -1.8358 -0.9724 3.0147
C -1.4757 0.1544 3.7426
C -1.3881 1.3675 3.0783
C -1.6722 1.4055 1.7233
H -1.6279 2.3183 1.1502
H -1.1056 2.2670 3.6056
H -1.2657 0.0784 4.7978
H -1.9090 -1.9440 3.4858
H -2.6091 -1.7568 -0.1869
H -3.7851 -2.1034 -2.2217
H -3.7141 -0.3461 -2.5180
H -1.3117 -2.2389 -2.7889
H 0.1126 1.6977 -1.5588
H 0.4986 1.7504 -3.2949
H 0.7906 0.3525 0.1093
H 0.8754 -1.0776 2.1504
H 1.3873 0.3658 3.0230
H 2.3541 -1.1069 3.1219
```

Properties
**LUMO energy**: 0.1 eV
**E_HOMO**: -8.05 eV
**Frontier orbital gap**: 8.1907 eV
**SMILES**: Cc1cccc(OCC(=O)NCCNC(=O)c2ccccn2)c1

=====

The energy of each structure relative to the most stable one, in hartree, is as follows: <one> 0.1327; <two> 0.0000.

=====

<one>
# CH6N3O

The ion CH6N3O with charge +1 (ωB97M-V with the def2-TZVPD basis set, OMol25).

Geometry as XYZ:
```
11
CH6N3O ωB97M-V with the def2-TZVPD basis set
C -0.1144 -0.1470 0.2471
N -0.8324 0.1241 1.2814
N -0.0382 0.9669 -0.7366
N 0.3774 -1.2428 -0.2124
O 1.0991 0.8058 -1.5877
H -0.9793 1.1251 1.5486
H -1.1148 -0.3942 2.0964
H 0.1602 1.8042 -0.0792
H 0.3708 -2.1239 0.3013
H 0.6768 -1.3249 -1.1693
H 0.8320 0.8919 -2.5791
```

Properties
**Charge**: +1
**LUMO energy**: -3.4 eV
**E_HOMO**: -15.49 eV
**Frontier orbital gap**: 12.0686 eV
**SMILES**: NC(=[NH2+])NO

=====

<two>
# CH6N3O

A structure of composition CH6N3O (ωB97M-V with the def2-TZVPD basis set, OMol25).

Geometry as XYZ:
```
11
CH6N3O ωB97M-V with the def2-TZVPD basis set
C -0.3968 -0.6131 -0.4972
N -0.7432 0.1411 0.6802
N 0.2035 0.2404 -1.4593
N 0.6599 0.7199 0.8631
O 1.1073 1.2151 -0.2659
H 0.2323 -1.5175 -0.0684
H -1.3767 -0.9356 -0.8479
H -1.4383 0.8612 0.4006
H 0.9721 -0.2240 -1.9332
H 0.5823 1.5519 1.5171
H 1.2946 -0.1731 1.1704
```

Properties
**Charge**: +1
**LUMO energy**: -5.6 eV
**E_HOMO**: -16.02 eV
**Frontier orbital gap**: 10.4137 eV

=====

The energy of each structure relative to the most stable one, in hartree, is as follows: <one> 0.0000; <two> 0.1756.

=====

<one>
# C8H8N2O

An isolated molecule of C8H8N2O (ωB97M-V with the def2-TZVPD basis set, OMol25).

Geometry as XYZ:
```
19
C8H8N2O ωB97M-V with the def2-TZVPD basis set
C -0.1149 -1.1040 1.3569
C 2.1218 -0.2252 0.6604
C 1.5269 0.9838 0.0546
C 0.1457 0.6120 -0.4764
C -1.5987 0.9920 -1.8652
C -2.4548 0.1529 -1.2089
C -1.9039 -0.5357 -0.1497
C -0.6053 -0.3494 0.1796
H 1.6730 -1.7168 2.2534
H 2.5100 -0.7302 -0.2522
H 2.9158 0.1535 1.2338
H 2.2041 1.2886 -0.7231
H 1.5491 1.9142 0.7878
H -2.0265 1.3794 -2.8448
H -3.4617 0.0190 -1.5616
H -2.6260 -1.1978 0.4817
N 1.2492 -1.1762 1.4363
N -0.3375 1.2940 -1.5449
O -0.7664 -1.7543 2.1822
```

Properties
**LUMO energy**: 0.6 eV
**E_HOMO**: -9.54 eV
**Frontier orbital gap**: 10.1107 eV
**SMILES**: O=C1NCCc2ncccc21

=====

<two>
# C8H8N2O

An isolated molecule of C8H8N2O (ωB97M-V with the def2-TZVPD basis set, OMol25).

Geometry as XYZ:
```
19
C8H8N2O ωB97M-V with the def2-TZVPD basis set
C -0.4956 -1.1307 1.8053
C -0.2647 -2.4616 1.4200
C -0.0554 -0.1204 0.9751
C 0.3278 -2.7086 0.2113
C 0.5837 -0.4898 -0.2386
C -0.6340 2.2756 -0.9229
C 0.6582 2.1390 -0.9259
C 1.6560 0.3415 -2.3985
N 0.6989 -1.7135 -0.6026
N 1.0055 0.4254 -1.2247
O 1.8668 1.2292 -3.2015
H -1.1394 -0.8733 2.5848
H -0.5153 -3.3466 1.9974
H -0.2537 0.8524 1.1975
H 0.3851 -3.6958 -0.2034
H -1.2588 3.1194 -0.8212
H -1.1298 1.3269 -1.1608
H 1.5867 2.5749 -0.8124
H 2.0177 -0.6652 -2.5940
```

Properties
**LUMO energy**: 0.7 eV
**E_HOMO**: -8.85 eV
**Frontier orbital gap**: 9.5958 eV
**SMILES**: C=CN(C=O)c1ccccn1

=====

The energy of each structure relative to the most stable one, in hartree, is as follows: <one> 0.0000; <two> 0.0819.

=====

<one>
# C22H27As2AuIN

A structure of composition C22H27As2AuIN (ωB97M-V with the def2-TZVPD basis set, OMol25).

Geometry as XYZ:
```
54
C22H27As2AuIN ωB97M-V with the def2-TZVPD basis set
Au 0.2271 0.0966 0.1318
C -1.7053 -2.8509 -2.1165
As -1.3737 -1.8035 -0.5198
C -1.4255 -3.1726 0.8510
C -3.0370 -0.8231 -0.2813
C -4.1852 -1.5052 0.1114
C -5.3704 -0.8206 0.3456
C -5.4160 0.5546 0.1873
C -4.2814 1.2471 -0.2162
C -3.0925 0.5678 -0.4615
As -1.5138 1.5366 -1.0413
C -2.0096 3.4015 -1.0630
C -1.3595 1.0915 -2.9201
H -2.5919 -3.4527 -1.9302
H -0.8572 -3.5015 -2.3114
H -1.8778 -2.2052 -2.9723
H -2.3230 -3.7806 0.7735
H -1.3828 -2.7172 1.8371
H -0.5599 -3.8172 0.7141
H -4.1605 -2.5791 0.2442
H -6.2519 -1.3634 0.6618
H -6.3354 1.0926 0.3774
H -4.3369 2.3202 -0.3354
H -2.9375 3.5068 -1.6193
H -1.2241 3.9549 -1.5704
H -2.1303 3.7845 -0.0544
H -2.3625 1.0144 -3.3306
H -0.8332 0.1496 -3.0520
H -0.8112 1.8792 -3.4305
C 0.0278 0.6692 2.2773
C 1.4069 0.6068 2.4593
C 2.2154 1.7687 2.2834
C 3.5680 1.6961 2.4810
C 4.1493 0.4714 2.8412
C 3.3794 -0.6860 3.0060
C 2.0236 -0.6291 2.8112
H -0.4628 1.6319 2.2181
H -0.5846 -0.1433 2.6604
H 1.7432 2.7048 2.0171
H 4.1835 2.5790 2.3719
H 5.2191 0.4228 3.0077
H 3.8530 -1.6147 3.2952
H 1.4094 -1.5122 2.9486
I 2.3166 3.0627 -1.1343
C 3.1841 1.1568 -1.1426
C 4.5013 1.0647 -1.5637
C 5.0987 -0.1846 -1.5872
C 4.3645 -1.2933 -1.2007
C 3.0577 -1.1077 -0.8006
N 2.4587 0.1007 -0.7626
H 5.0412 1.9486 -1.8703
H 6.1274 -0.2893 -1.9096
H 4.7957 -2.2851 -1.2167
H 2.4417 -1.9444 -0.4991
```

Properties
**Charge**: +2
**LUMO energy (spin up / spin down)**: -8.5 / -8.5 eV
**E_HOMO (spin up / spin down)**: -13.76 / -13.76 eV
**Frontier orbital gap (spin up / spin down)**: 5.2944 / 5.2961 eV

=====

<two>
# C22H27As2AuIN

A structure of composition C22H27As2AuIN (ωB97M-V with the def2-TZVPD basis set, OMol25).

Geometry as XYZ:
```
54
C22H27As2AuIN ωB97M-V with the def2-TZVPD basis set
Au 0.1354 0.0797 0.2422
C -1.7194 -2.9037 -1.9806
As -1.4534 -1.8548 -0.3800
C -1.5476 -3.2180 0.9957
C -3.1323 -0.8898 -0.1818
C -4.2828 -1.5786 0.1881
C -5.4788 -0.9048 0.3977
C -5.5319 0.4697 0.2392
C -4.3943 1.1701 -0.1415
C -3.1948 0.5026 -0.3636
As -1.6147 1.4875 -0.9094
C -2.1282 3.3424 -0.9099
C -1.4227 1.0561 -2.7866
H -2.6057 -3.5153 -1.8245
H -0.8561 -3.5427 -2.1470
H -1.8704 -2.2554 -2.8392
H -2.4416 -3.8283 0.8957
H -1.5371 -2.7536 1.9791
H -0.6755 -3.8603 0.8886
H -4.2570 -2.6524 0.3234
H -6.3630 -1.4536 0.6940
H -6.4585 1.0014 0.4101
H -4.4586 2.2428 -0.2619
H -3.0514 3.4503 -1.4744
H -1.3396 3.9066 -1.4016
H -2.2633 3.7077 0.1040
H -2.4169 0.9689 -3.2182
H -0.8814 0.1213 -2.9115
H -0.8725 1.8549 -3.2789
C -0.1536 0.6712 2.3370
C 1.2330 0.5688 2.4488
C 2.0718 1.7095 2.2659
C 3.4288 1.5792 2.3847
C 3.9780 0.3203 2.6717
C 3.1819 -0.8155 2.8447
C 1.8189 -0.7020 2.7305
H -0.6413 1.6359 2.3012
H -0.7700 -0.1463 2.7002
H 1.6199 2.6694 2.0553
H 4.0741 2.4396 2.2695
H 5.0528 0.2277 2.7757
H 3.6376 -1.7682 3.0779
H 1.1759 -1.5628 2.8754
I 2.2343 3.0115 -1.1141
C 3.0976 1.1157 -1.0352
C 4.4204 1.0088 -1.4414
C 5.0198 -0.2384 -1.4206
C 4.2790 -1.3342 -1.0055
C 2.9695 -1.1348 -0.6238
N 2.3701 0.0747 -0.6278
H 4.9614 1.8829 -1.7730
H 6.0506 -0.3515 -1.7319
H 4.7049 -2.3279 -0.9852
H 2.3541 -1.9648 -0.3027
```

Properties
**Charge**: +2
**LUMO energy (spin up / spin down)**: -8.3 / -8.3 eV
**E_HOMO (spin up / spin down)**: -13.84 / -13.84 eV
**Frontier orbital gap (spin up / spin down)**: 5.5583 / 5.5589 eV

=====

The energy of each structure relative to the most stable one, in hartree, is as follows: <one> 0.0059; <two> 0.0000.

=====

<one>
# C14H16

A cluster of 2 separate species, C14H16 in total (ωB97M-V with the def2-TZVPD basis set, OMol25).

Geometry as XYZ:
```
30
C14H16 ωB97M-V with the def2-TZVPD basis set
C -1.7333 -2.0189 2.4675
C -2.9390 1.2787 -0.0979
C -3.5628 1.0883 1.1815
C -2.0580 0.2085 -0.5032
C -3.1820 0.0028 2.0097
C -1.6950 -0.6978 0.4284
C -2.1349 -0.8740 1.6434
H -3.1231 2.1804 -0.6946
H -4.3639 1.7209 1.5748
H -1.6393 0.2039 -1.5705
H -3.4571 -0.0501 3.0125
H -0.9661 -1.3901 0.0005
H -1.9522 -1.9272 3.5440
H -0.6315 -2.1348 2.6021
H -2.1086 -2.8531 1.9953
C 2.9717 -1.5085 -2.2094
C 1.6258 2.1352 -0.2817
C 2.6197 2.2118 -1.2932
C 1.3155 0.7473 0.2140
C 3.1924 1.0230 -1.7990
C 1.6895 -0.3615 -0.4912
C 2.5702 -0.1912 -1.4831
H 1.2848 3.0029 0.1617
H 3.0740 3.1422 -1.4967
H 0.6034 0.6657 0.9529
H 4.1107 1.1857 -2.4754
H 1.2734 -1.2995 -0.3173
H 3.9166 -1.1882 -2.6496
H 2.1621 -1.9295 -2.7924
H 3.1369 -2.3729 -1.6332
```

Properties
**LUMO energy**: 0.9 eV
**E_HOMO**: -8.67 eV
**Frontier orbital gap**: 9.5477 eV
**SMILES**: Cc1ccccc1.Cc1ccccc1

=====

<two>
# C14H16

A cluster of 2 separate species, C14H16 in total (ωB97M-V with the def2-TZVPD basis set, OMol25).

Geometry as XYZ:
```
30
C14H16 ωB97M-V with the def2-TZVPD basis set
C 2.1273 -0.9172 -1.9209
C 0.4941 -0.2664 -3.7021
C 0.9068 -0.2530 -2.3926
C -0.6680 0.3774 -4.0824
C -1.5066 1.0458 -3.2783
C 0.1548 0.6311 -1.5454
C -1.0464 1.1788 -1.9089
H 1.0072 -0.9550 -4.3962
H -0.9539 0.2723 -5.1306
H 2.4527 -1.8182 -2.5513
H 2.0095 -1.4558 -0.9869
H -2.5043 1.4111 -3.4413
H 0.5570 0.9610 -0.5954
H -1.5646 1.9398 -1.2355
H 3.0361 -0.3489 -1.8851
C -1.8575 -0.6333 1.1326
C 0.6306 -0.9575 3.9623
C -0.2605 -1.2934 2.9800
C 1.0245 0.4009 4.0626
C -0.8516 -0.2039 2.1578
C 0.5330 1.3740 3.2812
C -0.2375 1.0204 2.1515
H 1.2212 -1.7499 4.3907
H -0.5528 -2.2723 2.6838
H 1.6785 0.6395 4.8881
H 0.8272 2.3884 3.5849
H -1.8945 -1.7321 1.0596
H -1.5498 -0.1002 0.1869
H -0.3225 1.6967 1.2912
H -2.8898 -0.3801 1.2399
```

Properties
**LUMO energy**: 0.9 eV
**E_HOMO**: -8.76 eV
**Frontier orbital gap**: 9.6770 eV
**SMILES**: Cc1ccccc1.Cc1ccccc1

=====

The energy of each structure relative to the most stable one, in hartree, is as follows: <one> 0.0290; <two> 0.0000.